[1]
49
Properties=species:S:1:pos:R:3 method="wB97M-V/def2-TZVPD" energy_ev=-46628.0775 homo_energy_ev=0.84 total_charge=-2 relative_energy_kj_mol=173.8 lumo_energy_ev=4.37
Pd 2.30 -1.35 -0.41
C 1.23 5.41 0.18
O 2.62 5.07 0.36
C 2.98 3.79 0.19
C 4.33 3.51 0.40
C 4.79 2.24 0.16
C 3.97 1.18 -0.26
C 4.50 -0.12 -0.71
C 5.52 -0.74 0.21
O 4.10 -0.67 -1.72
C 2.57 1.45 -0.39
O 1.70 0.56 -0.67
C 2.10 2.80 -0.17
H 1.13 6.47 0.42
H 0.58 4.81 0.84
H 0.94 5.29 -0.88
H 4.99 4.33 0.74
H 5.85 2.04 0.28
H 6.39 -0.09 0.15
H 5.84 -1.72 -0.11
H 5.18 -0.73 1.28
H 1.04 2.93 -0.28
Te -1.06 -1.37 -0.17
C -2.56 -2.84 -0.07
C -3.03 -3.36 1.12
C -4.01 -4.37 1.10
C -4.53 -4.83 -0.10
C -4.09 -4.26 -1.28
C -3.14 -3.28 -1.26
C -2.55 0.22 -0.09
C -3.27 0.47 1.03
C -4.26 1.48 1.04
C -4.44 2.24 -0.10
C -3.64 2.03 -1.22
C -2.71 1.00 -1.23
H -2.61 -3.03 2.06
H -4.42 -4.74 2.03
H -5.25 -5.61 -0.07
H -4.49 -4.56 -2.23
H -2.78 -2.86 -2.21
H -3.01 -0.07 1.94
H -4.83 1.65 1.94
H -5.14 3.05 -0.12
H -3.71 2.70 -2.06
H -2.08 0.78 -2.09
O 2.70 -3.40 0.50
N 1.73 -4.23 0.60
O 1.74 -5.07 1.53
O 0.82 -4.19 -0.19

=====

[2]
61
Properties=species:S:1:pos:R:3 method="wB97M-V/def2-TZVPD" energy_ev=-100439.4917 homo_energy_ev="-5.23 / -5.23" total_charge=-1 relative_energy_kj_mol=162.7 lumo_energy_ev="-0.34 / -0.35"
W 0.47 0.39 -0.84
Cl -2.49 3.29 1.27
C -0.96 3.16 2.15
C -1.11 3.19 3.53
C -0.04 2.74 4.33
C 1.22 2.52 3.71
C 1.39 2.76 2.34
Cl 3.00 2.47 1.66
C 0.31 3.13 1.51
S 0.70 3.41 -0.18
H -2.10 3.41 4.00
H -0.21 2.45 5.38
H 2.10 2.10 4.19
O 3.63 3.57 -5.02
C 3.01 2.90 -4.23
C 1.49 2.65 -4.23
O 0.51 2.93 -4.98
C 1.32 1.97 -2.98
C 2.49 1.67 -2.31
O 2.42 0.96 -1.17
C 3.66 2.17 -3.07
O 4.82 1.86 -2.97
O 0.15 1.49 -2.58
C -1.61 -2.89 -2.13
C -0.87 -1.58 -2.64
C -1.99 -0.52 -2.95
C 0.03 -1.82 -3.86
C 0.21 -1.30 -1.63
H -2.47 -3.09 -2.74
H -1.94 -2.84 -1.06
H -0.85 -3.75 -2.21
H -2.55 -0.93 -3.80
H -1.35 0.31 -3.40
H -2.58 -0.24 -2.06
H -0.56 -2.01 -4.77
H 0.79 -2.61 -3.65
H 0.65 -0.91 -4.12
H 0.96 -2.08 -1.56
S -1.77 -5.84 3.07
C -1.49 -4.58 2.00
N -1.18 -3.71 1.27
F -1.23 0.59 -0.04
B -4.83 2.08 -0.61
F -3.80 1.31 -0.51
F -5.77 2.26 0.30
F -4.84 2.90 -1.64
C 0.41 -2.33 4.13
N 1.03 -1.84 2.90
C 2.19 -2.39 2.29
C 2.37 -1.48 1.09
O 3.16 -1.57 0.15
N 1.19 -0.66 1.03
C 0.42 -1.00 2.07
N -0.74 -0.39 2.47
H 1.04 -3.03 4.69
H -0.56 -2.86 3.89
H 0.28 -1.52 4.88
H 1.95 -3.41 1.84
H 3.04 -2.64 2.95
H -1.15 0.04 1.68
H -1.35 -0.87 3.16

=====

[3]
50
Properties=species:S:1:pos:R:3 method="wB97M-V/def2-TZVPD" energy_ev=-179740.3354 homo_energy_ev=-6.78 relative_energy_kj_mol=24.6 lumo_energy_ev=-0.83
Bi 1.49 -1.00 0.06
C -0.89 1.20 3.51
C 0.05 0.38 2.67
N 0.19 0.54 1.40
N -0.54 1.51 0.77
C -0.19 1.61 -0.51
O 0.71 0.95 -1.11
C -0.90 2.66 -1.30
C -2.10 3.21 -0.86
C -2.75 4.15 -1.64
C -2.20 4.57 -2.85
C -1.00 4.03 -3.28
C -0.35 3.07 -2.51
C 0.91 -0.64 3.31
C 0.96 -0.76 4.69
C 1.85 -1.67 5.25
C 2.66 -2.43 4.43
C 2.54 -2.27 3.06
N 1.68 -1.40 2.52
H -1.46 1.86 2.87
H -0.33 1.81 4.23
H -1.56 0.56 4.07
H -2.51 2.88 0.08
H -3.69 4.57 -1.30
H -2.71 5.31 -3.45
H -0.57 4.35 -4.22
H 0.58 2.63 -2.84
H 0.33 -0.15 5.32
H 1.91 -1.78 6.33
H 3.37 -3.14 4.83
H 3.13 -2.84 2.35
C -0.46 -0.55 -3.88
C -0.76 -1.41 -2.68
C -0.17 -2.67 -2.53
C -0.45 -3.46 -1.43
C -1.30 -3.00 -0.44
C -1.90 -1.75 -0.57
C -1.64 -0.97 -1.69
H -1.05 -0.88 -4.74
H 0.59 -0.62 -4.15
H -0.70 0.49 -3.68
H 0.53 -3.03 -3.29
H 0.02 -4.43 -1.34
H -1.51 -3.62 0.43
H -2.57 -1.38 0.19
H -2.10 0.00 -1.79
Se 3.02 -3.71 -0.27
Te 4.62 -2.80 -1.95
Te 3.54 -0.34 -2.26
Se 3.67 0.37 0.17

=====

[4]
50
Properties=species:S:1:pos:R:3 method="wB97M-V/def2-TZVPD" energy_ev=-115637.5311 homo_energy_ev=-8.49 relative_energy_kj_mol=338.7 lumo_energy_ev=0.28
H -3.04 0.27 -0.11
N -3.10 -0.34 -0.96
C -2.90 0.23 -2.08
N -3.05 1.53 -2.16
S -2.22 -0.60 -3.42
C -0.44 -0.47 -3.19
C 0.05 -0.27 -1.81
C 0.23 0.86 -1.03
C -0.02 2.23 -1.43
O -0.18 2.53 -2.62
O -0.28 3.03 -0.39
C -0.58 4.44 -0.48
C -0.84 4.83 0.95
C 0.52 0.37 0.36
C 0.85 1.04 1.58
C 0.98 0.23 2.71
O 1.09 0.84 3.95
C 2.20 1.63 4.10
C 3.23 1.08 5.03
O 2.41 2.66 3.45
C 0.95 -1.17 2.61
Br 1.10 -2.13 4.33
C 0.70 -1.88 1.50
C 0.50 -1.04 0.36
N 0.27 -1.37 -0.95
C 0.18 -2.73 -1.35
C 1.10 -3.35 -2.13
C 0.95 -4.67 -2.58
C -0.13 -5.48 -2.11
C -0.99 -4.84 -1.17
C -0.83 -3.47 -0.73
H -3.98 1.85 -1.69
H -2.64 2.01 -2.97
H 0.12 -1.38 -3.61
H -0.12 0.35 -3.84
H -1.42 4.66 -1.07
H 0.26 5.04 -0.92
H -1.21 5.80 1.07
H 0.05 4.79 1.60
H -1.35 4.06 1.40
H 0.81 2.11 1.74
H 4.07 0.48 4.58
H 3.74 1.76 5.75
H 2.63 0.27 5.47
H 0.65 -2.97 1.50
H 1.97 -2.83 -2.49
H 1.52 -5.22 -3.29
H -0.42 -6.47 -2.52
H -1.87 -5.36 -0.90
H -1.54 -2.95 -0.04

=====

[5]
48
Properties=species:S:1:pos:R:3 method="wB97M-V/def2-TZVPD" energy_ev=-54986.6276 homo_energy_ev="-14.06 / -14.06" total_charge=+2 relative_energy_kj_mol=24.4 lumo_energy_ev="-7.50 / -7.50"
Ce -2.15 1.25 0.82
C 4.60 3.07 -0.33
C 3.32 2.36 0.04
C 3.20 1.29 0.86
C 1.98 0.67 0.98
C 0.87 1.12 0.32
N -0.37 0.36 0.30
C -0.15 -1.03 -0.01
C 0.79 -1.36 -1.00
C 1.23 -2.65 -1.23
C 0.65 -3.74 -0.49
C 1.28 -5.09 -0.56
C -0.37 -3.41 0.39
C -0.82 -2.10 0.64
N -1.77 -2.00 1.71
C -2.21 -3.00 2.50
C -3.08 -2.44 3.40
C -3.11 -1.08 3.13
N -2.28 -0.80 2.09
C 1.00 2.26 -0.50
C 2.21 2.92 -0.63
N -0.07 2.70 -1.26
C 0.01 3.24 -2.50
C -1.19 3.79 -2.81
C -1.98 3.50 -1.71
N -1.32 2.82 -0.78
H 5.13 2.37 -1.04
H 5.18 3.39 0.48
H 4.44 3.99 -0.92
H 4.10 0.90 1.37
H 1.91 -0.26 1.56
H 1.23 -0.53 -1.58
H 1.95 -2.88 -2.07
H 1.19 -5.54 -1.54
H 0.71 -5.73 0.14
H 2.34 -5.08 -0.35
H -0.73 -4.28 0.94
H -1.76 -3.97 2.43
H -3.57 -2.95 4.18
H -3.64 -0.29 3.58
H 2.27 3.83 -1.14
H 0.97 3.29 -3.03
H -1.43 4.30 -3.76
H -3.03 3.68 -1.54
Cl -3.32 -0.04 -1.12
C -4.38 0.98 0.02
H -5.08 0.30 0.45
H -4.76 1.88 -0.47

=====

[6]
45
Properties=species:S:1:pos:R:3 method="wB97M-V/def2-TZVPD" energy_ev=-47928.0238 homo_energy_ev=-12.01 total_charge=+1 relative_energy_kj_mol=48.9 lumo_energy_ev=-5.71
F -3.87 2.06 -2.51
C -3.54 0.70 -2.36
C -4.53 -0.23 -2.43
C -4.17 -1.56 -2.16
C -2.89 -1.92 -1.76
C -1.91 -0.92 -1.52
C -0.58 -1.25 -0.92
C 0.67 -0.97 -1.70
C 1.71 -1.94 -1.69
C 3.00 -1.56 -2.09
C 3.31 -0.28 -2.51
C 2.28 0.60 -2.72
F 2.54 1.95 -2.84
C 0.94 0.21 -2.47
C -2.28 0.40 -1.88
H -5.54 0.06 -2.61
H -4.94 -2.33 -2.22
H -2.62 -2.98 -1.65
H -0.57 -2.32 -0.66
H 1.50 -2.97 -1.40
H 3.80 -2.31 -2.00
H 4.32 0.08 -2.57
H 0.18 0.90 -2.76
H -1.57 1.20 -1.70
H -0.45 -0.84 0.16
Si -0.66 -0.16 1.85
C -1.97 1.16 1.89
C -0.70 -1.47 3.18
C 1.03 0.75 2.08
C 1.24 1.47 3.26
C 2.43 2.19 3.52
C 3.45 2.21 2.58
Cl 4.88 3.08 2.85
C 3.29 1.48 1.39
C 2.12 0.74 1.16
H -1.85 1.83 1.04
H -2.89 0.60 1.78
H -2.08 1.78 2.78
H 0.14 -2.14 3.05
H -0.72 -1.18 4.23
H -1.62 -1.99 2.99
H 0.45 1.50 4.02
H 2.57 2.73 4.44
H 4.08 1.49 0.66
H 2.04 0.15 0.24